C8H14Cl6O12S3 | ωB97M-V with the def2-TZVPD basis set

Summary:
LUMO level (alpha / beta) (eV): 2.38 / 2.33
F_max (hartree/bohr): 0.129
⟨S²⟩: 0.75
Gap between HOMO and LUMO (alpha / beta) (eV): 2.45 / 9.67

Structure (ORCA input):
```
! wB97M-V def2-TZVPD RIJCOSX def2/J DEFGRID3
* xyz -1 2
C -0.894 -0.260 -0.612
Cl -1.851 -1.530 -1.417
Cl -1.748 0.301 0.842
Cl -0.682 1.147 -1.716
H 0.065 -0.658 -0.281
C 1.140 3.761 -0.134
Cl 0.383 5.374 -0.250
Cl 0.195 2.771 1.039
Cl 2.750 3.902 0.471
H 1.135 3.159 -1.043
C -0.733 -4.676 2.830
C -1.962 -4.741 1.776
O -1.425 -5.219 0.649
S 0.137 -4.828 0.463
O 0.315 -3.447 0.015
O 0.838 -5.963 -0.126
O 0.420 -4.962 2.092
H -0.573 -5.578 3.420
H -0.550 -3.756 3.386
H -2.522 -3.879 1.414
H -2.518 -5.671 1.889
C 2.390 0.428 2.731
C 0.967 -0.167 2.917
O 1.044 -1.264 2.002
S 2.531 -2.075 2.247
O 3.225 -2.411 1.016
O 2.285 -3.128 3.271
O 3.252 -0.732 2.926
H 2.669 1.295 3.331
H 2.399 0.729 1.684
H 0.172 0.579 2.905
H 0.797 -0.639 3.885
C -2.069 3.088 -4.009
C -1.937 4.426 -3.340
O -0.789 5.038 -3.901
S 0.222 3.918 -4.499
O 1.350 3.845 -3.553
O 0.309 4.205 -5.950
O -0.745 2.674 -4.356
H -2.757 3.116 -4.854
H -2.484 2.410 -3.263
H -2.050 4.272 -2.267
H -2.707 5.140 -3.629
*
```